The following is a DFT calculation (wB97M-V/def2-TZVPD) of a structure of composition C20H25F6N4O7PrSSb.

electronic energy = -89190.84493 eV
HOMO energy (alpha / beta) = -8.4 / -8.4 eV
2S+1 = 4

Cartesian coordinates (Å):
Pr -0.43254 0.65754 1.35339
O 1.72050 0.17851 0.07503
C 2.98011 -0.11816 0.65896
C 3.34096 -1.61855 0.59577
N 2.38895 -2.49903 1.23389
C 1.42592 -3.16262 0.45675
C 0.37623 -2.09154 -0.21332
O 0.55797 -1.89232 -1.40133
O -0.44313 -1.62370 0.59998
C 2.29512 -2.54861 2.67868
C 0.87443 -2.16088 3.12369
O 0.09668 -2.96649 3.53681
O 0.59515 -0.88373 2.87250
H 1.77952 0.14820 -0.88827
H 2.93274 0.21563 1.69470
H 3.77858 0.43086 0.15698
H 4.30463 -1.72599 1.09946
H 3.44285 -1.93762 -0.44251
H 0.84410 -3.84774 1.07049
H 1.88918 -3.67293 -0.38626
H 3.00374 -1.85487 3.13129
H 2.48949 -3.56456 3.02500
F 1.21474 1.63738 2.40642
Sb 0.99400 0.59536 4.31293
F 1.12076 2.33281 5.03310
F 2.89595 0.71049 3.90719
F -0.32125 0.19949 5.64090
F -0.93756 1.10553 3.46062
F 1.77751 -0.95397 5.20872
C -2.86304 -3.23893 1.71351
S -3.29339 -1.51924 1.36011
C -3.19293 -0.80923 3.02662
H -2.74592 -3.73580 0.75201
H -3.66617 -3.71283 2.27484
H -1.93036 -3.27524 2.26889
H -2.27868 -1.13627 3.51775
H -4.05390 -1.11721 3.61778
H -3.20797 0.27289 2.91637
O -1.83774 2.45024 1.31745
C -0.94451 3.05077 0.67281
O -0.02916 2.46519 0.04213
H -0.96733 4.15233 0.64355
C -3.95446 1.42517 -1.79772
C -3.22425 1.04215 -0.68935
N -1.98426 0.55036 -0.76785
C -1.43698 0.43633 -1.97632
C -2.08235 0.79541 -3.15694
C -3.38356 1.28074 -3.04983
C -1.50973 0.59193 -4.49925
C -0.34379 0.96372 -5.04515
C 0.74752 1.80131 -4.52464
C 1.60170 2.41435 -5.44763
C 2.61529 3.21010 -4.94902
N 2.77368 3.42817 -3.64750
C 1.90296 2.82714 -2.84739
N 0.92430 2.00798 -3.21690
H -4.95822 1.80968 -1.68278
H -3.64683 1.14070 0.30050
H -0.46223 -0.01202 -2.02042
H -3.93331 1.55996 -3.94097
H -2.20171 0.09714 -5.17499
H -0.20428 0.70497 -6.08920
H 1.47133 2.26890 -6.51086
H 3.32789 3.69535 -5.60707
H 1.98706 3.02534 -1.78412

Force components x, y, z for each atom (eV/Å):
-1.4 -2.6 -1.8
0.6 0.0 -0.1
-0.1 -0.1 0.2
0.2 0.1 -0.2
-0.4 0.1 -0.2
0.5 -0.5 0.4
-0.7 0.6 -0.4
0.3 -0.4 0.1
0.8 -1.1 -0.5
-0.1 0.2 0.3
0.0 -0.5 -0.1
0.0 0.1 0.0
0.6 0.5 1.3
-0.1 0.0 -0.1
0.0 0.0 0.0
0.0 0.0 0.0
0.0 0.0 0.0
0.0 0.0 0.0
0.0 0.0 0.0
0.0 0.2 -0.1
0.0 0.0 -0.1
0.0 0.0 -0.1
0.8 0.0 1.4
0.1 0.1 0.4
0.0 -0.6 -0.1
-0.6 0.0 0.0
0.4 0.2 -0.4
1.0 -0.1 1.3
-0.2 0.3 -0.2
-0.1 0.3 0.0
-0.2 0.1 0.3
-0.4 -0.4 -0.1
0.0 0.0 0.0
0.0 -0.1 0.0
0.0 -0.1 0.0
0.0 0.1 0.1
0.0 0.0 0.1
0.0 0.0 0.1
-0.5 1.0 0.1
-0.5 1.7 -0.6
0.3 0.8 -0.5
0.0 0.0 0.1
-0.1 -0.1 -0.1
0.0 0.0 -0.1
-0.4 0.3 -0.6
-0.1 0.0 -0.1
-0.1 0.1 0.1
0.1 0.0 0.1
0.2 0.1 -0.1
-0.2 -0.1 0.1
0.3 0.2 0.0
0.0 -0.1 0.1
-0.1 -0.1 -0.1
0.1 0.1 0.1
-0.1 -0.1 -0.1
-0.3 -0.2 0.2
0.0 0.0 0.0
0.0 0.0 0.0
0.2 0.0 0.0
0.0 0.0 0.0
0.1 -0.1 0.0
0.0 0.0 0.0
0.0 0.0 0.0
0.0 0.0 0.0
0.0 -0.1 0.0

Löwdin population analysis, charges in e, atoms 1 to 6: 1.087 -0.122 -0.139 -0.075 -0.033 0.003